Computed, not measured: one molecule with the formula C4H11N5, with ωB97M-V/def2-TZVPD.

Geometry as XYZ:
```
20
C4H11N5 (ωB97M-V/def2-TZVPD)
C 1.290 -0.292 -1.691
C -0.405 0.428 0.168
C -0.612 -0.992 0.739
C 0.712 0.689 -0.718
N -1.181 1.523 0.719
N -0.475 -2.209 -0.008
N -1.691 -1.098 1.692
N 1.200 1.962 -0.800
N 0.534 -0.257 1.056
H -0.629 2.123 1.325
H -1.654 2.088 0.022
H -2.364 -0.347 1.794
H -1.338 -1.236 2.636
H -1.238 -2.851 0.160
H 0.433 -2.645 0.096
H 1.987 2.150 -1.404
H 1.082 2.577 -0.006
H 1.364 0.165 -2.683
H 0.691 -1.200 -1.723
H 2.296 -0.580 -1.374
```

Frontier orbital gap in eV: 8.5032
Highest occupied orbital energy in eV: -7.66
Relative energy (zero: lowest compared OMol25 entry of this formula, charge and spin) in kcal per mole: 52.3
Electronic energy in eV: -11774.2804

***

Computed, not measured: an isolated ion of composition C3H5BrN3 and charge +1, with ωB97M-V/def2-TZVPD.

Geometry as XYZ:
```
12
C3H5BrN3 (ωB97M-V/def2-TZVPD)
C 0.695 0.840 -0.649
N 0.093 0.463 0.508
N -0.747 -0.702 0.745
C -1.276 -0.494 1.962
N -0.853 0.614 2.512
C -0.093 1.172 1.589
Br 0.229 3.013 1.760
H 0.140 1.801 -0.885
H 1.789 1.156 -0.580
H 0.459 0.287 -1.457
H -0.894 -1.537 0.098
H -1.999 -1.095 2.456
```

Frontier orbital gap in eV: 10.6050
Highest occupied orbital energy in eV: -15.13
Net charge: +1
SMILES: C[n+]1[nH]cnc1Br
Relative energy (zero: lowest compared OMol25 entry of this formula, charge and spin) in kcal per mole: 16.5
Electronic energy in eV: -77696.1693

***

Computed, not measured: C4H6N2S2 as an isolated structure, with ωB97M-V/def2-TZVPD.

Geometry as XYZ:
```
14
C4H6N2S2 (ωB97M-V/def2-TZVPD)
C 0.007 -0.832 1.667
C 0.487 -0.793 0.268
C 0.595 -0.031 -1.994
C -0.209 0.082 -0.643
H -1.045 -0.525 1.505
H 0.308 -0.047 2.538
H 0.235 -1.870 2.336
H 1.403 0.815 -2.024
H -0.074 0.372 -2.936
H -2.248 2.786 0.623
N 1.375 -1.606 -0.081
N -0.787 1.342 -0.451
S 1.479 -1.501 -1.799
S -1.527 1.808 0.992
```

Frontier orbital gap in eV: 7.2955
Highest occupied orbital energy in eV: -8.10
Relative energy (zero: lowest compared OMol25 entry of this formula, charge and spin) in kcal per mole: 98.9
Electronic energy in eV: -28891.9217

***

Computed, not measured: C6H6Cl3NP2 as an isolated structure, with ωB97M-V/def2-TZVPD.

Geometry as XYZ:
```
18
C6H6Cl3NP2 (ωB97M-V/def2-TZVPD)
C -2.000 0.752 -0.314
C -1.152 1.839 -0.682
C -1.482 -0.432 0.175
C 0.182 1.724 -0.464
C -0.138 -0.569 0.210
C 0.730 0.483 -0.047
N 0.115 -3.117 0.016
P 0.838 -1.992 0.758
P 2.477 0.102 -0.032
Cl 5.409 -0.623 0.034
Cl 3.109 1.736 0.987
Cl 3.048 0.474 -1.944
H -3.025 0.680 -0.452
H -1.431 2.735 -1.123
H -2.154 -1.213 0.309
H 0.738 2.473 -0.915
H 4.601 -1.607 -0.241
H 0.339 -4.058 0.120
```

Frontier orbital gap in eV: 7.8902
Highest occupied orbital energy in eV: -8.40
Relative energy (zero: lowest compared OMol25 entry of this formula, charge and spin) in kcal per mole: 42.0
Electronic energy in eV: -63953.9511

***

Computed, not measured: CH6P2S as an isolated structure, with ωB97M-V/def2-TZVPD.

Geometry as XYZ:
```
10
CH6P2S (ωB97M-V/def2-TZVPD)
C 0.135 -1.516 0.704
P 0.118 1.355 -1.542
P -1.659 2.168 -0.592
S 1.365 -0.388 0.107
H 0.287 -2.482 0.201
H 0.325 -1.815 1.736
H -0.911 -1.192 0.492
H 0.190 -0.091 -1.528
H -0.917 3.395 -0.666
H 1.067 0.568 1.088
```

Frontier orbital gap in eV: 7.4598
Highest occupied orbital energy in eV: -8.02
Relative energy (zero: lowest compared OMol25 entry of this formula, charge and spin) in kcal per mole: 51.6
Electronic energy in eV: -30544.1605

***

Computed, not measured: an isolated ion of composition C4H9Cl2N2 and charge +1, with ωB97M-V/def2-TZVPD.

Geometry as XYZ:
```
17
C4H9Cl2N2 (ωB97M-V/def2-TZVPD)
C 2.254 0.235 0.374
N 1.026 -0.172 -0.052
C -0.100 0.222 0.505
N -0.311 0.847 1.632
C -1.432 -0.228 -0.277
C -1.181 -0.825 -1.588
Cl -2.472 1.412 -0.482
Cl -2.285 -1.334 0.923
H 2.137 0.995 1.202
H 2.694 0.763 -0.436
H 2.981 -0.549 0.660
H 0.898 -0.752 -0.917
H -1.316 1.073 1.881
H 0.369 1.109 2.318
H -2.041 -0.953 -2.154
H -0.561 -0.094 -2.135
H -0.662 -1.748 -1.454
```

Frontier orbital gap in eV: 11.1149
Highest occupied orbital energy in eV: -15.11
Net charge: +1
SMILES: C/[NH+]=C(\N)C(C)(Cl)Cl
Relative energy (zero: lowest compared OMol25 entry of this formula, charge and spin) in kcal per mole: 0.0
Electronic energy in eV: -32312.2061

***

Computed, not measured: a 18-piece molecular cluster, C18H72N36O18 overall, with ωB97M-V/def2-TZVPD.

Geometry as XYZ:
```
144
C18H72N36O18 (ωB97M-V/def2-TZVPD)
C -9.999 -14.104 9.212
O -9.426 -13.777 10.236
N -9.414 -14.118 8.083
N -10.998 -14.863 9.210
H -9.941 -14.173 7.224
H -8.458 -13.975 7.790
H -11.624 -14.914 8.418
H -11.358 -15.154 10.107
C -4.596 -14.164 11.807
O -5.712 -13.971 11.439
N -3.699 -14.622 11.020
N -4.128 -13.813 12.937
H -2.745 -14.577 11.347
H -3.928 -14.713 10.040
H -3.157 -13.824 13.214
H -4.779 -13.310 13.523
C -4.064 -23.344 10.501
O -3.034 -23.047 11.005
N -4.977 -24.163 11.029
N -4.506 -22.942 9.347
H -5.759 -24.339 10.414
H -4.609 -24.757 11.758
H -5.402 -23.175 8.945
H -4.152 -22.043 9.053
C -2.645 -17.152 9.312
O -1.700 -17.385 10.042
N -3.707 -17.864 9.377
N -2.734 -16.101 8.518
H -3.827 -18.380 10.237
H -4.469 -17.559 8.788
H -3.411 -15.927 7.789
H -1.920 -15.506 8.582
C -3.093 -17.232 14.493
O -2.521 -16.789 15.388
N -4.342 -17.417 14.354
N -2.478 -17.609 13.402
H -4.978 -17.196 15.108
H -4.699 -17.759 13.474
H -2.939 -17.719 12.510
H -1.475 -17.639 13.521
C -10.569 -18.701 12.094
O -11.317 -18.305 12.958
N -9.409 -19.184 12.328
N -10.857 -18.727 10.896
H -8.767 -19.321 11.560
H -9.247 -19.027 13.312
H -11.730 -18.307 10.610
H -10.137 -19.113 10.302
C -10.896 -14.002 13.565
O -11.128 -14.179 14.725
N -10.802 -15.040 12.770
N -10.697 -12.835 12.978
H -10.777 -14.759 11.801
H -10.951 -15.947 13.189
H -10.820 -11.987 13.512
H -10.275 -12.979 12.072
C -7.871 -16.515 15.258
O -7.035 -17.206 15.860
N -9.035 -16.121 15.690
N -7.676 -16.044 14.015
H -9.597 -15.589 15.040
H -9.186 -16.241 16.681
H -6.756 -16.178 13.621
H -8.484 -15.622 13.580
C -9.768 -21.659 9.668
O -10.850 -22.208 9.909
N -8.602 -21.841 10.224
N -9.695 -20.710 8.799
H -8.555 -22.424 11.047
H -7.961 -21.534 9.506
H -8.869 -20.138 8.699
H -10.567 -20.420 8.379
C -5.384 -20.020 12.314
O -5.749 -18.857 12.285
N -5.868 -20.865 11.444
N -4.646 -20.606 13.190
H -6.355 -20.372 10.709
H -5.607 -21.811 11.203
H -4.642 -21.606 13.049
H -4.511 -20.221 14.114
C -13.918 -16.924 10.626
O -13.046 -16.963 9.890
N -15.002 -16.318 10.565
N -13.894 -17.345 11.875
H -15.414 -15.955 11.413
H -15.290 -16.043 9.637
H -12.948 -17.550 12.164
H -14.676 -17.309 12.512
C -6.555 -21.268 7.311
O -6.671 -20.840 8.438
N -6.387 -20.560 6.177
N -6.824 -22.573 6.997
H -6.162 -20.889 5.249
H -6.181 -19.575 6.259
H -7.256 -23.137 7.716
H -6.530 -22.970 6.117
C -7.404 -10.847 10.835
O -8.264 -10.119 10.392
N -7.700 -12.032 11.261
N -6.178 -10.466 10.904
H -6.892 -12.635 11.318
H -8.591 -12.441 11.018
H -6.066 -9.543 10.510
H -5.570 -10.810 11.633
C -6.291 -17.412 5.711
O -5.398 -17.249 6.537
N -6.137 -18.174 4.686
N -7.494 -16.898 5.762
H -5.371 -18.832 4.670
H -7.046 -18.467 4.357
H -8.060 -17.268 5.012
H -7.765 -16.345 6.563
C -5.399 -13.733 7.768
O -5.229 -12.651 8.214
N -6.031 -14.739 8.323
N -4.956 -14.034 6.574
H -6.598 -14.628 9.152
H -5.812 -15.655 7.959
H -5.182 -14.910 6.125
H -4.574 -13.368 5.917
C -11.315 -17.882 6.511
O -11.277 -18.982 6.938
N -10.315 -16.978 6.559
N -12.311 -17.321 5.863
H -10.428 -15.975 6.506
H -9.531 -17.457 6.979
H -13.189 -17.788 5.688
H -12.233 -16.379 5.507
C -2.691 -20.904 6.915
O -3.191 -21.447 5.902
N -2.328 -21.553 7.905
N -2.462 -19.659 7.194
H -1.778 -21.091 8.615
H -2.294 -22.557 7.793
H -2.506 -19.434 8.177
H -2.745 -18.939 6.545
C -7.597 -17.420 9.524
O -8.336 -17.633 8.623
N -6.595 -18.162 9.791
N -7.687 -16.455 10.412
H -6.273 -18.856 9.131
H -5.980 -17.897 10.546
H -8.357 -15.701 10.357
H -7.089 -16.443 11.226
```

Frontier orbital gap in eV: 7.8766
Highest occupied orbital energy in eV: -8.42
Relative energy (zero: lowest compared OMol25 entry of this formula, charge and spin) in kcal per mole: 302.7
Electronic energy in eV: -110342.6553

***

Computed, not measured: one molecule with the formula C4H8N2O, with ωB97M-V/def2-TZVPD.

Geometry as XYZ:
```
15
C4H8N2O (ωB97M-V/def2-TZVPD)
N -1.078 -0.062 -1.590
C -0.927 0.493 -0.117
O -1.367 1.592 0.068
C -0.609 -0.621 0.892
N 0.823 -0.835 0.841
C 1.511 0.435 1.071
C 1.237 0.028 -0.327
H -1.457 0.677 -2.182
H -1.597 -0.935 -1.692
H -0.971 -0.309 1.878
H -1.143 -1.541 0.607
H 0.944 1.260 1.510
H 2.505 0.313 1.499
H 0.006 -0.128 -1.616
H 2.123 -0.367 -0.842
```

Frontier orbital gap in eV: 8.2255
Highest occupied orbital energy in eV: -7.77
Relative energy (zero: lowest compared OMol25 entry of this formula, charge and spin) in kcal per mole: 127.4
Electronic energy in eV: -9300.8699

***

no.,strongest force on any atom (eV/A)
1,1.46
2,5.86
3,6.72
4,3.20
5,3.29
6,4.43
7,10.09
8,0.55